No. 1
A single C20H22N2O2S molecule, computed with ωB97M-V/def2-TZVPD.

As for the energy: -1433.53418 a.u. The calculation puts the maximum force at 0.784 eV/Å. The value obtained for the LUMO energy is 0.45 eV. As for the HOMO-LUMO gap: 0.3026 hartree. The spin multiplicity is 1. For the HOMO energy, the calculation gives -7.783 eV. As for the energy relative to the best compared isomer or geometry (same formula, charge and spin): 82.1 kJ/mol. As for the SMILES: CCCCCC(=O)Nc1c(-c2cccs2)c(=O)c2ccccc2n1C. As for the charge: 0.

Last column: Löwdin charge in e.
Cartesian coordinates (Å):
C 1.56 -5.17 -1.76  -0.111
C 1.69 -3.97 -0.83  -0.262
C 1.75 -2.64 -1.57  -0.218
C 0.46 -2.32 -2.32  -0.211
C 0.44 -0.90 -2.88  -0.091
C 0.54 0.26 -1.90  -0.459
O 0.93 1.35 -2.24  0.086
N 0.14 -0.04 -0.63  0.137
C -0.11 0.92 0.37  -0.156
C -1.32 0.93 1.02  -0.085
C -2.38 -0.04 0.77  -0.441
C -3.72 0.22 0.71  -0.107
C -4.51 -0.94 0.56  -0.174
C -3.78 -2.08 0.52  -0.402
S -2.10 -1.77 0.68  1.042
C -1.62 1.97 2.00  -0.330
O -2.65 2.00 2.66  0.057
C -0.60 3.01 2.10  -0.063
C -0.85 4.13 2.90  -0.004
C 0.07 5.14 3.02  -0.076
C 1.27 5.05 2.32  -0.073
C 1.55 3.96 1.53  -0.015
C 0.62 2.91 1.42  -0.135
N 0.89 1.80 0.65  -0.008
C 2.25 1.54 0.23  -0.020
H 0.61 -5.16 -2.29  0.065
H 2.37 -5.17 -2.49  0.075
H 1.62 -6.10 -1.19  0.069
H 0.84 -3.96 -0.14  0.102
H 2.59 -4.08 -0.23  0.106
H 2.59 -2.65 -2.27  0.119
H 1.95 -1.85 -0.84  0.095
H 0.36 -3.00 -3.17  0.114
H -0.40 -2.49 -1.67  0.082
H -0.49 -0.74 -3.44  0.131
H 1.26 -0.77 -3.60  0.128
H -0.36 -0.91 -0.50  0.038
H -4.12 1.21 0.78  0.119
H -5.58 -0.92 0.49  0.104
H -4.11 -3.10 0.41  0.059
H -1.80 4.16 3.42  0.119
H -0.14 6.00 3.64  0.102
H 1.99 5.85 2.39  0.105
H 2.47 3.94 0.98  0.103
H 2.50 2.10 -0.67  0.097
H 2.36 0.48 0.01  0.089
H 2.93 1.80 1.04  0.099



No. 2
A molecular structure, C32H57Br22ClF9InO4PS2 in a non-equilibrium geometry, computed with ωB97M-V/def2-TZVPD.

As for the energy: -60869.30291 a.u. The calculation puts the maximum force at 13.575 eV/Å. The value obtained for the LUMO energy is 1.21 eV. As for the HOMO-LUMO gap: 0.2273 hartree. The spin multiplicity is 1. For the HOMO energy, the calculation gives -4.974 eV. As for the charge: -1.

Last column: Löwdin charge in e.
Cartesian coordinates (Å):
O 1.88 2.21 4.59  -0.612
C 0.82 1.37 4.59  -0.645
Cl 0.69 0.03 5.87  0.538
C -0.32 1.63 3.44  -0.214
In 0.47 0.71 1.47  0.572
C 0.80 -1.52 1.67  -0.320
C 2.43 -1.86 1.58  -0.293
C 3.24 -1.38 2.92  -0.187
C 4.83 -1.03 2.61  -0.246
O 5.31 -1.54 1.31  -0.164
P 2.83 1.73 1.22  0.171
S 2.64 3.42 0.27  -0.005
S -0.80 1.43 -0.55  0.690
O -0.85 2.99 -0.56  -0.452
O 0.09 1.03 -1.79  -0.446
C -2.46 0.60 -0.81  -0.273
F -3.26 1.56 -1.66  -0.029
F -2.32 -0.63 -1.67  -0.012
C -3.35 0.37 0.55  -0.104
F -2.89 1.32 1.62  0.011
F -4.75 0.81 0.22  0.013
C -3.47 -1.18 1.05  -0.100
F -2.24 -1.99 0.93  0.047
F -4.58 -1.83 0.31  0.039
C -3.91 -1.27 2.67  -0.112
F -5.07 -0.42 3.01  0.040
F -4.22 -2.73 2.89  0.022
F -2.72 -1.00 3.56  0.025
H -0.53 2.76 3.20  0.081
H -1.33 1.15 3.79  0.037
H 0.33 -1.85 2.72  0.054
H 0.31 -2.13 0.77  0.050
H 2.79 -1.30 0.59  0.090
H 2.49 -3.04 1.41  0.119
H 3.24 -2.24 3.74  0.119
H 2.78 -0.44 3.45  0.078
H 5.55 -1.50 3.44  0.122
H 5.04 0.14 2.63  0.103
H 5.54 -0.76 0.71  0.092
H 3.51 1.83 2.50  -0.080
H 3.60 0.77 0.44  -0.077
Br -2.60 7.97 -2.84  0.576
C -1.38 6.52 -3.32  -0.693
C -0.78 5.88 -2.10  -0.687
Br 0.63 6.99 -1.33  0.645
H -0.63 6.95 -4.00  0.048
H -2.00 5.81 -3.87  0.059
H -0.29 4.93 -2.36  0.057
H -1.51 5.69 -1.30  0.054
Br -10.06 -0.62 -2.75  0.591
C -8.70 -0.81 -1.36  -0.725
C -7.62 -1.78 -1.77  -0.672
Br -8.24 -3.62 -1.61  0.597
H -9.22 -1.10 -0.44  -0.085
H -8.28 0.20 -1.23  0.064
H -6.76 -1.71 -1.10  0.041
H -7.29 -1.64 -2.80  0.057
Br 2.56 4.04 4.39  0.943
C 3.35 5.72 3.81  -0.653
C 4.50 6.13 4.71  -0.706
Br 3.85 6.85 6.40  0.559
H 2.54 6.46 3.78  0.047
H 3.71 5.54 2.79  0.044
H 5.08 6.94 4.25  0.049
H 5.17 5.30 4.95  0.047
Br 5.32 1.30 -2.83  0.584
C 5.05 3.22 -3.07  -0.684
C 6.22 4.00 -2.50  -0.708
Br 6.13 4.09 -0.56  0.564
H 4.10 3.47 -2.61  0.035
H 4.98 3.36 -4.15  0.056
H 6.18 5.04 -2.84  0.041
H 7.19 3.58 -2.76  0.040
Br -10.54 -7.25 -1.86  0.586
C -9.18 -7.44 -0.47  -0.691
C -8.11 -8.41 -0.89  -0.692
Br -8.72 -10.26 -0.73  0.585
H -9.70 -7.73 0.44  0.052
H -8.77 -6.43 -0.35  0.023
H -7.24 -8.34 -0.22  0.064
H -7.77 -8.28 -1.92  0.007
Br 9.91 4.68 1.40  0.652
C 10.24 4.24 -0.47  -0.678
C 10.50 5.48 -1.29  -0.684
Br 8.84 6.44 -1.66  0.620
H 9.38 3.66 -0.82  0.034
H 11.12 3.59 -0.46  0.059
H 10.90 5.22 -2.27  0.056
H 11.18 6.19 -0.80  0.052
Br -8.59 -1.07 3.33  0.621
C -10.38 -1.82 3.53  -0.695
C -10.66 -2.87 2.48  -0.668
Br -11.05 -2.04 0.76  0.693
H -11.08 -0.98 3.51  0.052
H -10.39 -2.27 4.53  0.057
H -11.56 -3.44 2.73  0.058
H -9.83 -3.56 2.32  0.056
Br 4.32 8.60 -1.36  0.591
C 2.86 9.64 -2.14  -0.735
C 3.39 10.81 -2.93  -0.700
Br 3.98 12.25 -1.76  0.586
H 2.21 9.93 -1.32  0.048
H 2.33 8.94 -2.79  0.018
H 2.60 11.25 -3.55  0.056
H 4.24 10.55 -3.57  0.050
Br 10.52 5.26 5.52  0.597
C 12.08 4.67 4.49  -0.711
C 13.22 5.65 4.61  -0.698
Br 12.91 7.22 3.49  0.587
H 11.74 4.51 3.47  -0.032
H 12.35 3.70 4.93  0.059
H 14.14 5.21 4.23  0.055
H 13.38 6.01 5.63  0.050
Br -7.58 -8.43 -4.97  0.617
C -6.37 -9.88 -5.45  -0.684
C -5.77 -10.52 -4.23  -0.709
Br -4.36 -9.41 -3.46  0.586
H -5.62 -9.45 -6.13  0.053
H -6.99 -10.59 -6.00  0.059
H -5.28 -11.46 -4.49  -0.039
H -6.50 -10.71 -3.43  0.041
Br -4.48 -14.01 -4.02  0.655
C -2.92 -14.61 -5.04  -0.686
C -1.78 -13.62 -4.93  -0.690
Br -2.09 -12.05 -6.04  0.606
H -3.26 -14.77 -6.07  0.053
H -2.65 -15.57 -4.60  0.058
H -0.86 -14.06 -5.30  0.058
H -1.62 -13.26 -3.91  0.057



No. 3
A molecular structure, C41H50N8O5P2S2 in a non-equilibrium geometry, computed with ωB97M-V/def2-TZVPD.

As for the energy: -3885.62467 a.u. The calculation puts the maximum force at 1.177 eV/Å. The value obtained for the LUMO energy is -1.55 eV. As for the HOMO-LUMO gap: 0.2624 hartree. The spin multiplicity is 1. For the HOMO energy, the calculation gives -8.688 eV. As for the charge: 0.

Last column: Löwdin charge in e.
Cartesian coordinates (Å):
C 7.87 -2.24 1.24  -0.106
C 7.04 -3.02 0.20  -0.241
C 7.10 -2.46 -1.24  -0.216
C 5.79 -1.86 -1.71  -0.229
C 5.47 -0.51 -1.06  -0.206
C 4.61 0.38 -1.96  -0.201
C 3.21 -0.21 -2.21  -0.202
C 2.07 0.80 -2.03  -0.178
C 0.74 0.24 -1.51  -0.170
C 0.40 -1.19 -1.98  -0.144
C -0.70 -1.77 -1.12  -0.142
C -0.53 -2.47 0.05  -0.165
P 1.14 -2.95 0.54  0.445
O 1.18 -3.86 1.69  -0.314
O 2.02 -1.63 0.73  -0.099
O 1.84 -3.58 -0.75  -0.118
C -1.69 -2.87 0.85  -0.285
P -1.49 -3.51 2.56  0.413
S -0.87 -2.14 3.80  0.128
C -2.94 -2.65 0.41  -0.273
O -4.06 -3.01 1.12  -0.073
N -4.34 -4.44 0.98  0.029
O -5.18 -4.75 1.70  0.108
C -3.16 -1.98 -0.82  -0.280
N -4.33 -1.70 -1.39  -0.193
S -3.98 -0.93 -2.75  1.062
N -2.39 -0.91 -2.69  -0.209
C -2.04 -1.53 -1.56  -0.289
H 7.22 -1.80 2.00  0.064
H 8.40 -1.41 0.78  0.060
H 8.60 -2.87 1.74  0.061
H 5.99 -3.04 0.51  0.095
H 7.36 -4.06 0.19  0.095
H 7.87 -1.68 -1.27  0.097
H 7.44 -3.23 -1.94  0.098
H 5.80 -1.71 -2.79  0.096
H 4.95 -2.54 -1.50  0.096
H 6.40 0.04 -0.85  0.109
H 4.94 -0.64 -0.11  0.110
H 5.13 0.54 -2.91  0.109
H 4.52 1.36 -1.48  0.099
H 3.08 -1.07 -1.56  0.075
H 3.19 -0.60 -3.23  0.117
H 1.93 1.37 -2.95  0.115
H 2.41 1.54 -1.29  0.087
H 0.68 0.31 -0.42  0.103
H -0.07 0.87 -1.88  0.112
H 0.04 -1.15 -3.00  0.119
H 1.26 -1.85 -1.94  0.075
H 1.58 -1.07 1.38  0.096
H 1.20 -3.96 -1.36  0.095
H -2.76 -3.93 2.93  -0.032
H -0.70 -4.66 2.48  -0.012
N 3.01 4.17 0.19  0.053
C 2.66 3.49 1.29  -0.167
C 1.84 4.00 2.28  -0.074
C 1.35 5.29 2.13  -0.076
C 1.69 6.01 0.99  -0.091
C 2.52 5.40 0.06  -0.157
H 3.08 2.49 1.37  0.098
H 1.60 3.41 3.15  0.100
H 0.70 5.72 2.88  0.106
H 1.33 7.01 0.84  0.087
H 2.81 5.93 -0.84  0.105
N 2.60 9.32 1.35  0.054
C 3.67 8.74 1.88  -0.151
C 4.60 9.42 2.66  -0.068
C 4.39 10.76 2.91  -0.080
C 3.28 11.38 2.37  -0.074
C 2.42 10.62 1.60  -0.154
H 3.79 7.69 1.66  0.093
H 5.45 8.89 3.07  0.102
H 5.09 11.33 3.52  0.105
H 3.08 12.43 2.53  0.100
H 1.53 11.06 1.15  0.103
N 4.98 -3.88 -4.36  0.063
C 5.68 -4.24 -5.43  -0.149
C 5.72 -5.53 -5.93  -0.073
C 4.99 -6.51 -5.27  -0.081
C 4.25 -6.15 -4.15  -0.071
C 4.28 -4.83 -3.74  -0.150
H 6.25 -3.44 -5.91  0.104
H 6.31 -5.76 -6.80  0.101
H 4.99 -7.53 -5.63  0.105
H 3.67 -6.88 -3.61  0.100
H 3.72 -4.51 -2.87  0.092
N -9.71 -2.60 0.45  0.053
C -8.40 -2.83 0.41  -0.146
C -7.48 -1.97 -0.16  -0.070
C -7.94 -0.80 -0.74  -0.078
C -9.30 -0.54 -0.71  -0.076
C -10.14 -1.47 -0.11  -0.172
H -8.08 -3.76 0.87  0.099
H -6.42 -2.21 -0.16  0.057
H -7.25 -0.10 -1.19  0.098
H -9.71 0.36 -1.15  0.100
H -11.21 -1.30 -0.07  0.104
N -12.74 -0.13 5.32  0.050
C -12.62 1.16 5.03  -0.161
C -11.91 1.63 3.94  -0.078
C -11.28 0.72 3.11  -0.083
C -11.39 -0.63 3.41  -0.071
C -12.13 -1.00 4.52  -0.154
H -13.13 1.84 5.70  0.101
H -11.85 2.70 3.74  0.098
H -10.71 1.04 2.25  0.099
H -10.91 -1.38 2.79  0.084
H -12.24 -2.05 4.78  0.103